[1]
C6H9N in the gas phase, computed with ωB97M-V/def2-TZVPD.

As for the frontier orbital gap: 8.70 eV. The value obtained for the total energy is -7858.119 eV. The energy relative to the best compared isomer or geometry (same formula, charge and spin) comes out at 0.041 eV. The SMILES is Cc1ccc(C)[nH]1.

Cartesian coordinates (Å):
C (-2.5255, -0.3567, 0.0118)
C (-1.1176, 0.1570, 0.0155)
C (-0.6180, 1.4204, 0.2151)
C (0.8062, 1.3421, 0.1509)
C (1.1387, 0.0298, -0.0819)
C (2.4616, -0.6700, -0.1161)
N (-0.0379, -0.6785, -0.1753)
H (-2.5893, -1.3342, 0.5072)
H (-3.1789, 0.3292, 0.5615)
H (-2.9385, -0.4659, -0.9993)
H (-1.2109, 2.3066, 0.4131)
H (1.5109, 2.1557, 0.2900)
H (2.4325, -1.5683, -0.7460)
H (3.2401, -0.0077, -0.5086)
H (2.7532, -0.9879, 0.8928)
H (-0.1149, -1.6539, -0.4180)

Atoms 1-3, force components in eV/Å:
C -0.04 -0.02 -0.01
C -0.02 0.09 0.01
C -0.09 -0.07 0.06

[2]
C6H9N in the gas phase in a non-equilibrium geometry, computed with ωB97M-V/def2-TZVPD.

As for the frontier orbital gap: 9.25 eV. The value obtained for the total energy is -7856.472 eV. The energy relative to the best compared isomer or geometry (same formula, charge and spin) comes out at 1.687 eV. The SMILES is CCn1cccc1.

Cartesian coordinates (Å):
C (-2.0667, -0.0458, 0.6465)
C (-1.3724, -0.0343, -0.6236)
C (0.8118, 1.0427, -0.1693)
C (2.1193, 0.7201, 0.1478)
C (2.1969, -0.6750, 0.1841)
C (1.0027, -1.0849, -0.1816)
H (-1.7635, -1.0423, 1.2170)
H (-3.1849, 0.0845, 0.5222)
H (-1.8194, 0.8850, 1.2976)
H (-1.3710, 0.8804, -1.2162)
H (-1.7873, -0.7773, -1.2756)
H (0.4680, 2.0039, -0.4716)
H (2.9148, 1.4676, 0.4234)
H (3.1481, -1.2391, 0.4373)
H (0.6177, -2.1057, -0.3793)
N (0.0860, -0.0797, -0.5589)

Atoms 1-3, force components in eV/Å:
C -1.01 0.42 3.78
C 1.79 0.83 -2.27
C 0.77 0.60 -1.43

[3]
A molecular structure, C6H9N, computed with ωB97M-V/def2-TZVPD.

As for the frontier orbital gap (spin up / spin down): 7.29 / 7.29 eV. The value obtained for the total energy is -7853.085 eV. The energy relative to the best compared isomer or geometry (same formula, charge and spin) comes out at 5.075 eV.

Cartesian coordinates (Å):
C (1.3013, 1.2860, 0.2017)
C (0.8868, -0.0753, -0.2875)
C (-0.8591, -0.5723, 0.8999)
C (-2.0340, -0.1961, 0.2346)
C (-0.4384, -0.2320, -0.8804)
C (1.8316, -1.1012, -0.4494)
N (2.6444, -1.9255, -0.6103)
H (1.8692, 1.8568, -0.5449)
H (1.9105, 1.2312, 1.1125)
H (0.4118, 1.8842, 0.4473)
H (-0.4234, 0.1024, 1.6307)
H (-0.6439, -1.6245, 1.0633)
H (-2.6822, -0.9197, -0.2408)
H (-2.3611, 0.8373, 0.2688)
H (-0.5970, -1.1743, -1.4010)
H (-0.8165, 0.6231, -1.4443)

Atoms 1-3, force components in eV/Å:
C 0.02 0.06 0.03
C 0.15 0.05 -0.15
C -0.27 -0.06 0.21

[4]
A molecular structure, C6H9N2 in a non-equilibrium geometry, computed with ωB97M-V/def2-TZVPD.

As for the frontier orbital gap: 9.38 eV. As for the net charge: +1. The value obtained for the total energy is -9337.647 eV. The energy relative to the best compared isomer or geometry (same formula, charge and spin) comes out at 4.606 eV.

Cartesian coordinates (Å):
C (-0.0885, 1.0669, -1.2507)
C (-0.4081, -0.1736, -1.5605)
C (0.6189, 1.5361, -0.0842)
C (-0.4474, -1.4223, -0.6720)
C (0.5583, -1.3414, 0.4901)
C (0.2375, 0.0831, 1.1117)
N (1.2959, 2.5622, -0.3557)
N (-0.6133, 0.1511, 2.0532)
H (-0.2784, 1.8441, -1.9974)
H (-1.0529, -0.2139, -2.3799)
H (-1.4370, -1.6385, -0.2915)
H (-0.3332, -2.2083, -1.3543)
H (0.2762, -2.1900, 1.1853)
H (1.6192, -1.3548, -0.0127)
H (-0.9939, -0.8209, 2.4034)
H (-0.9165, 0.9935, 2.5333)
H (1.9632, 3.1268, 0.1818)

Atoms 1-3, force components in eV/Å:
C -0.58 -0.20 -0.71
C -1.55 -0.74 2.18
C 1.15 -0.04 -0.55

[5]
A gas-phase ion, C6H9N2O (charge +1) in a non-equilibrium geometry, computed with ωB97M-V/def2-TZVPD.

As for the frontier orbital gap (spin up / spin down): 7.51 / 7.51 eV. As for the net charge: +1. The value obtained for the total energy is -11382.936 eV. The energy relative to the best compared isomer or geometry (same formula, charge and spin) comes out at 5.395 eV.

Cartesian coordinates (Å):
C (-0.1486, -3.0882, 1.3255)
C (-0.2880, -1.3099, 0.2613)
C (0.1925, -1.0527, 1.5160)
C (-0.5662, -0.2213, -0.7370)
C (0.5613, 1.2408, 0.9202)
C (-0.0056, 2.0502, -1.2929)
N (-0.4841, -2.6588, 0.1503)
N (0.4023, 0.9231, -0.4892)
O (0.2087, -2.1999, 2.2068)
H (-0.0597, -4.2203, 1.4923)
H (-0.3280, -0.4335, -1.8642)
H (-1.5902, 0.0795, -0.6370)
H (-0.1356, 1.9967, 1.1927)
H (1.4994, 1.1245, 1.3071)
H (-1.0507, 2.3858, -0.9242)
H (0.6555, 2.9696, -1.0923)
H (-0.1366, 1.9615, -2.4216)
H (1.2735, 0.4526, -0.9140)

Atoms 1-3, force components in eV/Å:
C -0.70 -4.46 -1.82
C 0.68 0.84 0.60
C -0.72 3.23 -2.98

[6]
2 unconnected molecules or ions with the total composition C6H9N2O in a non-equilibrium geometry, computed with ωB97M-V/def2-TZVPD.

As for the frontier orbital gap (spin up / spin down): 7.44 / 7.44 eV. As for the net charge: +1. The value obtained for the total energy is -11386.234 eV. The energy relative to the best compared isomer or geometry (same formula, charge and spin) comes out at 2.097 eV.

Cartesian coordinates (Å):
C (1.9415, 0.8848, 0.0270)
C (0.8303, 1.3406, -0.5697)
C (2.0761, -0.4295, 0.5802)
C (1.2899, -1.3622, 0.0585)
C (-0.1623, 0.4195, -0.9590)
C (-0.4739, -1.8774, -1.3468)
N (0.2206, -0.9797, -0.7330)
N (-1.3713, 0.5822, -1.3017)
O (-1.7802, 1.0620, 1.4485)
H (2.7320, 1.6514, 0.2453)
H (0.7953, 2.3887, -0.8910)
H (2.9295, -0.5985, 1.2507)
H (1.3862, -2.3811, 0.2523)
H (-0.3637, -3.0238, -1.2300)
H (-1.3195, 0.6458, 2.2819)
H (-1.3907, -1.4837, -1.6429)
H (-1.7800, 1.4806, -1.5570)
H (-2.5430, 1.5831, 1.8052)

Atoms 1-3, force components in eV/Å:
C 0.63 2.75 1.05
C 1.95 0.91 -0.64
C 1.05 -0.01 -0.59

Q: The highest energy relative to the best compared isomer or geometry (same formula, charge and spin) belongs to which entry?
A: number 5

Q: Among the records above, which one has the highest energy relative to the best compared isomer or geometry (same formula, charge and spin)?
A: number 5

Q: What is the formula in the fifth record?
A: C6H9N2O

Q: energy relative to the best compared isomer or geometry (same formula, charge and spin) of number 2 (C6H9N)?
A: 1.687 eV